9
Properties=species:S:1:pos:R:3:nbo_charge:R:1 method="wB97M-V/def2-TZVPD" e_above_lowest_kcal_mol=12.2 homo_ev=-5.34 gap_ev=9.0410 multiplicity=1 energy_ev=-13016.336 total_charge=-1
C -0.364 0.217 0.375 0.99
C 2.825 0.081 -0.617 0.50
O -1.594 0.215 0.460 -0.77
O 0.121 1.436 -0.168 -0.78
O 3.327 -0.665 0.121 -0.51
O 0.512 -0.658 0.603 -0.78
F -3.345 -1.267 -0.416 -0.68
H 1.106 1.337 -0.419 0.47
H -2.588 -0.696 0.061 0.57

---

30
Properties=species:S:1:pos:R:3:nbo_charge:R:1 method="wB97M-V/def2-TZVPD" e_above_lowest_kcal_mol=94.5 homo_ev=-13.05 gap_ev=9.7432 multiplicity=1 energy_ev=-14188.931 total_charge=+1
C 1.112 -1.850 -1.387 -0.48
C 1.565 -0.406 0.653 -0.30
C 2.778 0.521 0.578 -0.40
C 1.129 -1.098 -0.304 0.05
C -3.897 0.343 0.806 -0.40
C -3.286 -1.050 0.943 -0.44
C -2.471 0.034 0.563 -0.11
C 3.852 0.302 1.769 -0.59
C -0.176 0.797 -2.326 -0.68
C -0.809 0.830 -0.991 0.76
N -1.880 0.113 -0.724 -0.49
O -0.456 1.638 -0.062 -0.63
H 0.290 -1.918 -2.160 0.21
H 1.782 -2.729 -1.411 0.25
H 1.186 -0.482 1.638 0.23
H 3.295 0.522 -0.517 0.23
H -4.416 0.414 -0.097 0.23
H -4.142 0.956 1.766 0.26
H -3.276 -1.490 1.973 0.25
H -3.416 -1.910 0.334 0.23
H -1.615 0.422 1.244 0.24
H 4.383 -0.572 1.603 0.22
H 3.419 0.332 2.761 0.22
H 4.620 1.060 1.707 0.23
H -0.490 -0.093 -2.862 0.25
H -0.619 1.721 -2.690 0.27
H 0.888 0.936 -2.126 0.26
H -2.148 -0.646 -1.349 0.43
H 2.308 1.534 0.646 0.17
H 0.490 1.768 0.023 0.53

---

77
Properties=species:S:1:pos:R:3:mulliken_spin:R:1 method="wB97M-V/def2-TZVPD" s_squared=0.7624 e_above_lowest_kcal_mol=25.4 homo_ev="-5.79 / -5.79" gap_ev="7.8103 / 7.7909" multiplicity=2 energy_ev=-67101.429 total_charge=-1
Ru 2.035 0.007 -0.597 -0.01
O 1.595 -1.138 2.221 0.00
C 2.258 -2.372 2.006 -0.02
C 2.147 -2.898 0.583 -0.08
N 2.723 -2.033 -0.469 -0.01
C 2.516 -2.669 -1.784 0.00
C 2.830 -1.729 -2.969 0.00
O 3.063 -2.264 -4.045 0.00
O 2.768 -0.477 -2.719 0.00
C 4.176 -1.847 -0.249 0.00
C 4.466 -0.724 0.739 0.00
O 5.442 -0.758 1.459 0.00
O 3.597 0.251 0.699 0.00
H 2.234 -0.438 2.024 0.00
H 1.773 -3.109 2.650 0.00
H 3.304 -2.311 2.321 0.00
H 1.095 -3.052 0.343 0.09
H 2.652 -3.875 0.546 0.00
H 1.465 -2.963 -1.857 0.00
H 3.122 -3.575 -1.878 0.00
H 4.620 -1.544 -1.200 0.00
H 4.654 -2.773 0.080 0.00
C -4.160 -3.411 0.518 0.06
Si -2.452 -3.571 1.247 -0.02
C -1.887 -5.362 1.094 0.03
C -2.458 -3.061 3.048 0.01
C -1.228 -2.505 0.358 0.60
H -4.850 -4.086 1.034 0.00
H -4.163 -3.680 -0.542 0.00
H -4.561 -2.398 0.614 -0.01
H -2.643 -6.046 1.487 0.00
H -0.958 -5.535 1.642 0.01
H -1.713 -5.625 0.048 0.00
H -3.259 -3.564 3.594 0.00
H -2.629 -1.986 3.131 0.00
H -1.511 -3.294 3.539 0.00
H -0.812 -1.607 0.803 0.24
H -0.968 -2.641 -0.687 0.09
C -0.554 4.224 -2.131 0.00
C 0.818 4.653 -1.623 0.00
N 1.058 4.266 -0.237 0.00
C 0.749 5.275 0.770 0.00
C 1.924 6.198 1.062 0.00
C 1.480 3.021 0.080 0.00
C 1.688 2.682 1.525 0.00
N 1.679 2.092 -0.804 0.00
H -0.721 4.601 -3.140 0.00
H -1.342 4.615 -1.486 0.00
H -0.666 3.139 -2.145 0.00
H 0.910 5.739 -1.672 0.00
H 1.620 4.261 -2.253 0.00
H 0.396 4.791 1.678 0.00
H -0.097 5.854 0.393 0.00
H 2.785 5.632 1.419 0.00
H 1.654 6.932 1.822 0.00
H 2.228 6.736 0.163 0.00
H 0.728 2.435 1.987 0.00
H 2.135 3.503 2.080 0.00
H 2.348 1.823 1.587 0.00
H 1.475 2.397 -1.747 0.00
N 0.183 -0.149 -1.883 -0.01
C -1.179 0.102 -1.451 -0.02
C -2.241 -0.544 -2.064 0.03
C -3.537 -0.328 -1.615 -0.04
C -3.773 0.538 -0.558 0.02
C -2.709 1.191 0.045 -0.01
C -1.413 0.968 -0.394 0.04
S -5.437 0.750 0.087 0.00
O -6.293 0.632 -1.080 0.00
O -5.413 2.067 0.704 0.00
O -5.558 -0.353 1.034 0.00
H 0.220 -0.948 -2.509 0.00
H 0.499 0.618 -2.474 0.00
H -2.054 -1.222 -2.891 0.01
H -4.378 -0.823 -2.082 0.00
H -2.916 1.863 0.867 0.00
H -0.574 1.432 0.104 -0.01

---

7
Properties=species:S:1:pos:R:3:nbo_charge:R:1 method="wB97M-V/def2-TZVPD" e_above_lowest_kcal_mol=0.0 homo_ev=-13.21 gap_ev=5.8881 multiplicity=1 energy_ev=-28580.673 total_charge=+1
O -2.466 0.981 0.204 -0.43
C -1.514 0.262 -0.060 0.54
C -0.975 -0.945 -0.445 -0.23
C -0.053 -0.144 0.165 -0.78
H -0.771 -1.989 0.024 0.29
F 3.742 1.276 -0.016 -0.69
Sc 2.037 0.559 0.129 2.30

---

15
Properties=species:S:1:pos:R:3:nbo_charge:R:1 method="wB97M-V/def2-TZVPD" e_above_lowest_kcal_mol=120.7 homo_ev=-8.32 gap_ev=8.7887 multiplicity=1 energy_ev=-5342.032 total_charge=0
C 2.229 -0.023 0.174 -0.79
C 1.339 1.119 0.448 -0.04
C -0.881 -0.685 0.221 -0.43
C -2.134 -0.402 -0.525 -0.42
C -1.021 0.634 -0.509 -0.43
H 3.155 0.419 0.603 0.28
H 2.069 -0.982 0.683 0.20
H 2.440 -0.182 -0.885 0.22
H 0.964 0.976 1.482 0.09
H -0.202 -1.422 -0.189 0.21
H -0.920 -0.666 1.304 0.22
H -3.027 -0.175 0.043 0.21
H -2.305 -0.934 -1.454 0.21
H -1.208 1.539 0.052 0.23
H -0.499 0.784 -1.448 0.23

---

18
Properties=species:S:1:pos:R:3:nbo_charge:R:1 method="wB97M-V/def2-TZVPD" e_above_lowest_kcal_mol=14.3 smiles="[NH3+][C@H](CO)CC(=O)O" homo_ev=-14.83 gap_ev=11.1185 multiplicity=1 energy_ev=-11935.991 total_charge=+1
C 0.339 1.859 -0.371 -0.10
O 1.743 1.791 -0.661 -0.72
C -0.281 0.458 -0.314 -0.06
C -0.510 -0.110 1.085 -0.55
C -1.241 -1.439 0.967 0.77
O -0.328 -2.458 1.018 -0.74
O -2.408 -1.628 0.848 -0.51
N 0.660 -0.514 -1.000 -0.67
H 0.362 2.377 0.586 0.23
H -0.136 2.526 -1.089 0.21
H 1.889 1.904 -1.604 0.48
H -1.256 0.389 -0.798 0.25
H -1.241 0.500 1.621 0.28
H 0.321 -0.161 1.784 0.26
H -0.690 -3.300 1.333 0.53
H 0.903 -0.199 -1.925 0.44
H 0.335 -1.486 -0.987 0.46
H 1.540 -0.512 -0.497 0.46

---

40
Properties=species:S:1:pos:R:3:nbo_charge:R:1 method="wB97M-V/def2-TZVPD" e_above_lowest_kcal_mol=16.3 smiles="O=C1OCCO1.O=C1OCCO1.O=C1OCCO1.O=C1OCCO1" homo_ev=-10.76 gap_ev=11.4433 multiplicity=1 energy_ev=-37273.116 total_charge=0
C -19.669 6.015 5.395 -0.10
C -18.989 7.143 6.225 -0.10
O -19.087 8.303 5.290 -0.48
C -19.246 7.887 4.073 0.99
O -19.157 8.532 3.052 -0.61
O -19.704 6.559 4.052 -0.52
H -20.677 5.856 5.696 0.18
H -19.076 5.071 5.397 0.21
H -17.882 7.017 6.380 0.22
H -19.489 7.410 7.120 0.20
C -13.951 4.122 3.688 -0.09
C -13.399 5.475 3.183 -0.11
O -14.534 6.369 3.215 -0.49
C -15.556 5.834 3.900 1.00
O -16.497 6.423 4.406 -0.63
O -15.266 4.529 4.139 -0.51
H -13.397 3.604 4.474 0.20
H -14.166 3.478 2.889 0.20
H -13.173 5.319 2.092 0.22
H -12.617 5.911 3.820 0.20
C -17.630 5.867 1.212 -0.11
C -17.449 6.296 -0.235 -0.11
O -16.639 5.306 -0.827 -0.49
C -15.897 4.788 0.208 0.98
O -15.007 4.019 0.032 -0.60
O -16.470 5.073 1.397 -0.50
H -18.521 5.223 1.428 0.20
H -17.613 6.736 1.879 0.24
H -16.873 7.254 -0.361 0.19
H -18.356 6.453 -0.819 0.21
C -12.931 5.744 -3.144 -0.10
C -12.652 4.516 -2.308 -0.11
O -12.057 4.977 -1.139 -0.47
C -12.113 6.288 -1.108 0.97
O -11.621 6.948 -0.265 -0.58
O -12.732 6.780 -2.215 -0.49
H -13.918 5.687 -3.606 0.20
H -12.211 5.874 -3.964 0.18
H -11.882 3.865 -2.788 0.19
H -13.576 3.960 -2.182 0.21

---

57
Properties=species:S:1:pos:R:3:nbo_charge:R:1 method="wB97M-V/def2-TZVPD" e_above_lowest_kcal_mol=17.0 homo_ev=-8.24 gap_ev=7.7320 multiplicity=1 energy_ev=-186220.518 total_charge=0
Hf -0.516 0.032 -0.363 2.06
C 1.703 1.898 -3.833 -0.64
C 0.849 0.773 -3.293 0.15
C 0.915 -0.480 -4.153 -0.62
O 1.263 0.446 -1.934 -0.76
C -0.613 1.199 -3.110 0.82
O -1.098 2.129 -3.699 -0.60
O -1.228 0.431 -2.224 -0.89
H 2.698 1.533 -4.096 0.21
H 1.798 2.693 -3.093 0.22
H 1.235 2.312 -4.724 0.25
H 1.935 -0.870 -4.157 0.22
H 0.628 -0.245 -5.178 0.23
H 0.249 -1.251 -3.767 0.23
H 2.221 0.497 -1.842 0.52
F -1.831 1.255 2.992 -0.32
C -0.507 1.453 2.812 0.39
C 0.127 1.130 1.625 -0.68
C 1.449 1.524 1.594 0.37
F 2.151 1.355 0.431 -0.33
C 2.151 2.108 2.630 0.25
F 3.440 2.440 2.509 -0.29
C 1.475 2.359 3.808 0.29
F 2.100 2.925 4.840 -0.28
C 0.131 2.047 3.890 0.24
F -0.542 2.339 5.006 -0.29
Cl 2.602 -1.538 0.234 0.05
C 1.511 -2.561 -0.674 -0.05
C 0.247 -2.061 -0.934 -0.60
C -0.590 -2.916 -1.655 0.06
Cl -2.193 -2.382 -2.092 0.08
C -0.199 -4.186 -2.078 -0.13
Cl -1.278 -5.198 -2.958 0.06
C 1.088 -4.636 -1.786 -0.07
Cl 1.597 -6.196 -2.298 0.07
C 1.959 -3.813 -1.080 -0.10
Cl 3.558 -4.342 -0.730 0.06
N -1.461 4.243 -1.542 -0.76
C -1.503 3.177 -0.744 0.70
O -0.543 2.395 -0.680 -0.70
C -2.735 2.997 0.096 -0.63
I -4.089 1.689 -0.919 0.23
H -0.754 4.259 -2.263 0.43
H -2.289 4.795 -1.688 0.41
H -3.271 3.926 0.257 0.24
H -2.487 2.514 1.038 0.27
Se -2.409 -1.140 1.063 -0.19
C -1.501 -1.692 2.654 -0.12
C -0.167 -2.075 2.704 -0.29
C 0.379 -2.450 3.922 0.04
N -0.302 -2.484 5.066 -0.42
C -1.587 -2.137 5.000 0.04
C -2.226 -1.739 3.837 -0.29
H 0.453 -2.104 1.817 0.22
H 1.422 -2.745 3.975 0.19
H -2.141 -2.175 5.931 0.19
H -3.270 -1.456 3.857 0.23

---

99
Properties=species:S:1:pos:R:3:mulliken_spin:R:1 method="wB97M-V/def2-TZVPD" s_squared=0.8851 e_above_lowest_kcal_mol=0.0 homo_ev="-10.19 / -10.19" gap_ev="5.2498 / 6.0658" multiplicity=2 energy_ev=-191291.086 total_charge=+1
Ru 1.572 1.349 0.756 1.22
N 0.141 4.220 1.710 -0.04
P 0.366 2.675 2.555 -0.05
C -1.408 2.309 2.772 -0.01
C -1.953 1.174 2.192 0.01
C -3.310 0.926 2.279 0.00
C -4.129 1.815 2.957 0.00
C -3.587 2.949 3.541 0.00
C -2.231 3.205 3.444 0.00
C 0.902 3.416 4.121 0.00
C 1.778 4.500 4.085 -0.01
C 2.084 5.179 5.248 0.00
C 1.541 4.763 6.454 0.00
C 0.721 3.646 6.501 0.00
C 0.404 2.965 5.338 0.00
C 0.472 4.415 0.412 0.02
C 0.376 5.690 -0.181 0.00
C 0.729 5.851 -1.499 0.00
C 1.160 4.742 -2.228 0.00
C 1.203 3.520 -1.591 0.01
N 0.871 3.356 -0.309 0.01
H -0.142 5.049 2.219 0.00
H -1.281 0.487 1.696 -0.03
H -3.726 0.040 1.824 0.00
H -5.186 1.622 3.044 0.00
H -4.222 3.630 4.087 0.00
H -1.812 4.086 3.909 0.00
H 2.222 4.795 3.143 0.00
H 2.727 6.044 5.205 0.00
H 1.781 5.297 7.360 0.00
H 0.310 3.320 7.444 0.00
H -0.226 2.087 5.362 0.00
H 0.033 6.520 0.418 0.00
H 0.666 6.822 -1.966 0.00
H 1.449 4.822 -3.263 0.00
H 1.510 2.635 -2.131 0.00
O 1.624 -0.006 3.917 -0.01
O 0.718 0.660 3.064 0.01
F 3.669 2.190 -0.312 0.01
B 3.764 0.922 -0.924 0.00
F 3.638 -0.033 0.123 0.01
F 2.563 0.806 -1.663 0.00
F 4.852 0.745 -1.672 0.00
Cl 3.497 1.761 2.526 0.01
Si 3.171 0.479 4.088 0.01
Cl 3.465 1.485 5.786 0.00
Cl 4.248 -1.183 3.943 0.00
C 1.238 -1.581 -1.503 0.00
C 0.699 -2.958 -1.822 -0.01
As 1.281 -3.431 -3.675 0.00
C 0.071 -4.927 -4.010 0.00
C -0.398 -5.740 -2.984 0.00
C -1.285 -6.764 -3.258 0.00
C -1.686 -7.007 -4.562 0.00
C -1.194 -6.224 -5.595 0.00
C -0.311 -5.197 -5.323 0.00
C 0.270 -2.035 -4.625 0.00
C 0.923 -1.162 -5.482 0.00
C 0.213 -0.187 -6.166 0.00
C -1.156 -0.080 -5.990 0.00
C -1.811 -0.945 -5.129 0.00
C -1.104 -1.921 -4.451 0.00
P 0.570 -0.816 0.050 -0.05
C 0.742 -2.112 1.302 -0.02
C 1.961 -2.785 1.391 0.00
C 2.163 -3.722 2.386 0.00
C 1.159 -3.991 3.305 -0.01
C -0.045 -3.308 3.234 0.00
C -0.254 -2.362 2.246 0.00
C -1.181 -0.764 -0.453 -0.01
C -2.047 -1.853 -0.414 0.00
C -3.306 -1.755 -0.984 0.00
C -3.709 -0.577 -1.590 0.00
C -2.858 0.518 -1.612 0.00
C -1.599 0.424 -1.050 -0.04
H 0.954 -0.875 -2.291 0.00
H 2.330 -1.590 -1.445 0.00
H -0.395 -2.975 -1.822 0.00
H 1.064 -3.696 -1.105 0.00
H -0.072 -5.567 -1.966 0.00
H -1.656 -7.381 -2.453 0.00
H -2.370 -7.814 -4.774 0.00
H -1.491 -6.425 -6.613 0.00
H 0.086 -4.587 -6.128 0.00
H 1.995 -1.248 -5.615 0.00
H 0.728 0.481 -6.840 0.00
H -1.713 0.672 -6.530 0.00
H -2.880 -0.865 -4.991 0.00
H -1.631 -2.603 -3.794 0.00
H 2.757 -2.551 0.698 0.00
H 3.109 -4.238 2.458 0.00
H 1.321 -4.719 4.086 0.00
H -0.821 -3.506 3.959 0.00
H -1.180 -1.805 2.220 0.00
H -1.745 -2.775 0.064 0.00
H -3.970 -2.608 -0.963 0.00
H -4.691 -0.512 -2.036 0.00
H -3.177 1.438 -2.075 0.00
H -0.918 1.274 -1.062 0.00

---

80
Properties=species:S:1:pos:R:3:lowdin_charge:R:1 method="wB97M-V/def2-TZVPD" homo_ev=-11.80 gap_ev=5.8886 multiplicity=1 energy_ev=-72687.205 total_charge=+2
Bi -0.299 -2.534 -0.363 1.38
C 2.653 0.041 -1.845 -0.36
C 1.808 1.038 -2.659 -0.36
C 0.292 0.793 -2.600 -0.34
Sb -0.312 0.618 -0.459 1.28
C -0.748 2.733 -0.352 -0.39
C -2.075 3.150 -0.443 -0.13
C -2.392 4.502 -0.408 -0.07
C -1.386 5.450 -0.272 -0.06
C -0.063 5.045 -0.162 -0.06
C 0.252 3.691 -0.204 -0.14
C -1.530 0.287 1.349 -0.40
C -1.185 0.999 2.489 -0.12
C -1.789 0.689 3.701 -0.06
C -2.749 -0.315 3.769 -0.06
C -3.121 -1.004 2.623 -0.07
C -2.506 -0.707 1.410 -0.21
Sb 2.376 0.686 0.195 1.53
C 4.025 1.995 0.391 -0.37
C 5.126 1.445 1.039 -0.12
C 6.300 2.184 1.105 -0.05
C 6.359 3.452 0.538 -0.05
C 5.249 3.991 -0.100 -0.06
C 4.069 3.264 -0.179 -0.11
C 2.339 -0.182 2.139 -0.39
C 2.047 -1.490 2.502 -0.14
C 1.874 -1.806 3.843 -0.06
C 1.999 -0.824 4.817 -0.05
C 2.292 0.484 4.451 -0.06
C 2.455 0.809 3.112 -0.15
H 3.717 0.096 -2.066 0.07
H 2.306 -0.982 -1.989 0.00
H 2.129 0.978 -3.705 0.13
H 2.018 2.070 -2.348 0.09
H 0.015 -0.137 -3.101 0.05
H -0.276 1.623 -3.016 0.06
H -2.877 2.420 -0.529 0.09
H -3.427 4.815 -0.478 0.11
H -1.635 6.504 -0.246 0.11
H 0.723 5.781 -0.033 0.11
H 1.292 3.395 -0.101 0.03
H -0.465 1.808 2.434 0.10
H -1.519 1.244 4.592 0.12
H -3.225 -0.546 4.715 0.12
H -3.888 -1.768 2.672 0.11
H -2.828 -1.220 0.509 0.04
H 5.077 0.459 1.493 0.11
H 7.165 1.767 1.604 0.12
H 7.277 4.022 0.595 0.12
H 5.300 4.981 -0.535 0.12
H 3.210 3.691 -0.680 0.08
H 1.992 -2.284 1.769 0.04
H 1.660 -2.830 4.127 0.12
H 1.878 -1.079 5.862 0.12
H 2.397 1.252 5.207 0.12
H 2.686 1.834 2.839 0.10
C -5.610 -2.887 -2.181 -0.01
N -4.406 -2.044 -2.201 -0.12
C -4.560 -0.589 -2.161 -0.01
C -3.175 -2.563 -2.066 -0.43
N -2.067 -1.883 -1.971 -0.04
N -3.119 -3.957 -2.028 0.17
C -1.984 -4.739 -2.188 -0.48
N -2.235 -6.003 -2.573 0.19
N -0.808 -4.266 -1.938 -0.05
H -6.478 -2.258 -2.344 0.10
H -5.739 -3.391 -1.221 0.11
H -5.604 -3.620 -2.991 0.10
H -5.557 -0.335 -2.503 0.10
H -3.858 -0.101 -2.837 0.09
H -4.426 -0.197 -1.149 0.09
H -2.190 -0.891 -2.123 0.01
H -3.995 -4.434 -2.136 0.12
H -3.143 -6.307 -2.882 0.12
H -1.474 -6.646 -2.710 0.13
H -0.059 -4.923 -2.132 0.07
Cl 3.315 -2.963 -0.516 0.52
C 1.719 -3.464 -1.125 -0.86
H 1.635 -4.511 -0.830 -0.02
H 1.758 -3.406 -2.214 0.00

---

53
Properties=species:S:1:pos:R:3:nbo_charge:R:1 method="wB97M-V/def2-TZVPD" e_above_lowest_kcal_mol=76.1 smiles="CCc1ccc(S(=O)(=O)NCc2ccc(N3CCN(C)CC3)cc2)cc1" homo_ev=-7.41 gap_ev=8.0833 multiplicity=1 energy_ev=-40578.358 total_charge=0
C 0.342 3.850 -0.837 -0.59
H -0.371 4.154 -1.598 0.21
H 1.111 4.616 -0.764 0.21
H 0.810 2.924 -1.163 0.20
C -0.344 3.663 0.517 -0.42
C -1.364 2.557 0.504 -0.03
C -2.429 2.595 -0.394 -0.17
C -3.369 1.584 -0.414 -0.19
C -3.253 0.534 0.476 -0.34
C -2.223 0.484 1.390 -0.19
C -1.274 1.493 1.393 -0.16
H -0.457 1.452 2.099 0.21
H -2.172 -0.346 2.076 0.25
S -4.493 -0.745 0.404 2.31
O -4.217 -1.761 1.382 -0.94
O -5.789 -0.128 0.414 -0.94
N -4.289 -1.331 -1.159 -0.86
H -5.196 -1.498 -1.570 0.41
C -3.373 -2.455 -1.293 -0.24
C -2.020 -2.046 -0.789 -0.09
C -1.456 -2.653 0.326 -0.17
C -0.233 -2.246 0.812 -0.26
C 0.489 -1.212 0.202 0.17
C -0.088 -0.607 -0.921 -0.24
C -1.315 -1.019 -1.400 -0.18
H -1.736 -0.532 -2.268 0.22
H 0.420 0.189 -1.441 0.20
N 1.677 -0.781 0.770 -0.44
C 2.667 -1.749 1.205 -0.23
C 3.657 -2.045 0.062 -0.23
N 4.311 -0.862 -0.464 -0.44
C 5.381 -0.355 0.367 -0.41
H 6.114 -1.149 0.508 0.20
H 5.065 0.002 1.357 0.16
H 5.865 0.469 -0.156 0.20
C 3.318 0.133 -0.833 -0.24
C 2.328 0.427 0.306 -0.24
H 1.577 1.154 0.003 0.21
H 2.874 0.847 1.159 0.19
H 3.830 1.047 -1.138 0.20
H 2.770 -0.264 -1.694 0.20
H 4.420 -2.749 0.399 0.20
H 3.101 -2.505 -0.764 0.20
H 2.188 -2.676 1.512 0.21
H 3.200 -1.333 2.067 0.19
H 0.155 -2.720 1.701 0.21
H -1.996 -3.437 0.834 0.22
H -3.729 -3.324 -0.724 0.20
H -3.327 -2.716 -2.355 0.21
H -4.201 1.594 -1.099 0.23
H -2.524 3.427 -1.076 0.20
H -0.839 4.598 0.792 0.22
H 0.410 3.450 1.277 0.21

---

Look up the multiplicity of the sixth one.
1